(1)
Below is a single C4H10ClN molecule, with properties calculated with ωB97M-V/def2-TZVPD.

Values from the calculation:
Maximum force ... 2.9 eV Å⁻¹
LUMO level ... 1.03 eV
Energy relative to the best compared isomer or geometry (same formula, charge and spin) ... 81.4 kJ/mol
HOMO ... -8.986 eV
Structure (SMILES) ... CNC[C@@H](C)Cl
Total charge ... 0

Structure (XYZ):
```
16
Properties=species:S:1:pos:R:3:forces:R:3:nbo_charge:R:1
Cl -1.84980 -1.73371 -0.13807 -0.27 -0.10 -0.35 -0.081
N 1.07976 -0.91621 0.25236 -0.64 -0.15 0.94 -0.610
C 0.16468 0.12268 -0.11950 -0.21 0.97 1.60 -0.217
C 2.37895 -0.56614 -0.19613 2.08 -1.65 1.12 -0.412
C -1.28845 -0.10505 0.36829 1.94 -0.82 -0.75 -0.188
C -2.16143 0.97706 -0.13595 -2.00 0.08 -0.93 -0.629
H 0.28656 0.11608 -1.18394 -0.70 0.65 -0.82 0.201
H 2.84650 0.28460 0.29099 0.17 0.23 0.59 0.162
H 0.46854 1.17422 0.31478 -0.41 -1.50 -0.80 0.151
H -1.26518 -0.24514 1.43698 -0.09 0.58 0.47 0.207
H -1.74644 1.94332 0.13225 0.08 0.18 -0.06 0.220
H 2.41824 -0.30583 -1.20270 -0.56 0.41 -2.04 0.192
H -2.28536 0.91429 -1.28138 0.16 0.10 1.83 0.226
H 1.05386 -1.09740 1.25990 0.15 0.06 -0.47 0.353
H -3.16281 0.89213 0.36497 0.72 0.19 -0.75 0.225
H 3.06239 -1.45489 -0.16284 -0.42 0.76 0.40 0.200
```
Positions in Å, forces in eV/Å.

(2)
Below is a single C17H26O4 molecule, with properties calculated with ωB97M-V/def2-TZVPD.

Values from the calculation:
Maximum force ... 4.0 eV Å⁻¹
LUMO level ... 0.69 eV
Energy relative to the best compared isomer or geometry (same formula, charge and spin) ... 247.3 kJ/mol
HOMO ... -9.580 eV
Structure (SMILES) ... CC(C)(OC(=O)[C@@H]1CC[C@H]2O[C@H]2C1)[C@H]1CC[C@@]2(C)O[C@H]2C1
Total charge ... 0

Structure (XYZ):
```
47
Properties=species:S:1:pos:R:3:forces:R:3:nbo_charge:R:1
O 0.93993 -0.57232 -0.38035 -1.21 -2.70 2.68 -0.550
O -2.57676 4.04826 -1.99406 0.52 1.09 0.01 -0.488
O -0.98488 -1.82025 0.11318 2.43 1.31 -0.61 -0.600
O 2.37068 -4.42138 2.85534 0.12 -1.43 0.15 -0.505
C 3.07473 -3.65243 1.91044 -0.36 1.53 1.91 0.072
C 1.28337 -1.44148 2.51222 -0.51 0.41 1.22 -0.387
C -1.76470 2.91741 0.16846 0.51 0.85 -0.94 -0.430
C 1.72278 -2.24825 3.73701 1.08 0.24 -0.17 -0.429
C -2.83164 3.16362 -0.91297 -0.08 -0.95 -1.00 0.221
C 0.39695 -0.84980 -2.72677 -0.80 0.66 0.87 -0.641
C 1.65441 1.05111 -1.66896 0.38 0.37 -1.29 -0.623
C 2.85958 -3.22563 3.40367 -0.51 0.63 -1.70 0.060
C -2.44802 2.70011 -2.34092 0.58 -0.75 2.53 0.062
C -1.01351 2.10001 -2.40827 -0.38 0.39 -0.20 -0.434
C 0.91389 -2.37831 1.36560 0.89 0.14 0.21 -0.325
C -0.86446 0.99040 -1.35078 -0.59 -1.52 0.05 -0.245
C -1.16358 1.50580 0.07839 1.01 0.78 -0.39 -0.391
C 0.21741 -1.56510 0.27795 -2.88 -0.50 -0.41 0.827
C 2.20235 -3.01648 0.83601 0.47 -1.20 -0.69 -0.431
C -4.28597 3.10830 -0.47549 -0.29 0.10 -0.56 -0.647
C 0.46515 0.13350 -1.52347 0.00 0.74 -0.88 0.304
H 1.25036 -1.50061 -2.75072 0.63 -0.11 0.02 0.217
H -4.67601 2.12415 -0.70169 -0.20 -0.37 0.32 0.218
H 1.94213 -3.85897 0.12404 0.25 1.00 0.46 0.219
H -1.85053 0.85632 0.54691 -0.49 -1.09 0.60 0.216
H -4.47486 3.35805 0.56166 0.35 -0.19 0.34 0.214
H -0.22944 1.53177 0.64675 -0.11 -0.21 0.21 0.205
H -0.27049 2.89590 -2.20298 -0.51 -0.22 -0.24 0.219
H -4.93636 3.79440 -1.02489 0.41 0.08 -0.29 0.231
H 2.03880 -1.59915 4.57794 -0.23 -0.18 -0.51 0.213
H 0.41578 -0.84511 2.85472 0.20 -0.17 -0.46 0.215
H -2.17626 3.10813 1.17202 0.16 -0.12 -0.36 0.219
H 0.85572 -2.81251 4.05225 -0.11 -0.37 0.37 0.216
H -1.64465 0.23146 -1.53190 0.04 0.37 -0.19 0.220
H 4.06950 -4.02773 1.63026 -0.49 0.09 0.03 0.192
H 0.33573 -0.28110 -3.63797 0.11 0.21 -0.46 0.214
H 0.24217 -3.19749 1.77701 0.46 1.25 -0.91 0.251
H -3.24211 2.27124 -2.94856 0.17 0.12 -0.17 0.183
H -0.82569 1.70722 -3.41729 0.05 0.10 0.23 0.215
H -0.91686 3.61438 0.01672 -0.61 0.04 0.05 0.216
H 2.57447 0.46464 -1.75597 -0.11 0.10 0.29 0.219
H 1.58436 1.61985 -2.59281 -0.05 0.16 -0.11 0.208
H 2.79963 -2.25967 0.30155 -0.20 -0.29 0.05 0.224
H 1.71294 1.75978 -0.85416 0.11 0.05 0.34 0.214
H -0.48152 -1.48469 -2.68924 -0.25 -0.04 0.21 0.227
H 3.67434 -3.26656 4.12855 -0.04 -0.40 -0.27 0.186
H 2.06115 -0.73081 2.24159 0.11 0.01 -0.31 0.209
```
Positions in Å, forces in eV/Å.

(3)
Below is C23H39IrN3OSi4Te as an isolated structure, with properties calculated with ωB97M-V/def2-TZVPD.

Values from the calculation:
Maximum force ... 1.4 eV Å⁻¹
LUMO level ... -4.47 eV
HOMO ... -10.159 eV
Total charge ... +1

Structure (XYZ):
```
72
Properties=species:S:1:pos:R:3:forces:R:3:lowdin_charge:R:1
Ir 1.99562 -0.62070 0.08044 0.56 -0.34 0.76 0.914
Te -0.54828 -0.95131 0.06492 -0.24 -0.10 -0.23 0.717
Si -2.43382 1.31427 -2.61034 0.07 -0.06 -0.13 0.324
Si 0.33305 2.90809 -0.23009 -0.17 -0.05 -0.10 0.371
Si -1.42075 1.35815 -0.49602 -0.03 0.06 0.12 0.128
Si -2.87037 1.49858 1.35847 -0.02 0.12 0.01 0.303
O 2.07291 -1.01522 2.06634 -0.05 0.04 0.01 -0.222
N 2.18346 -0.84295 -1.94039 0.01 -0.20 -0.03 -0.094
N 2.16711 -3.17567 1.23353 0.03 -0.14 0.22 0.103
N 2.16434 -2.53013 0.04170 -0.19 -0.03 -0.55 -0.202
C 1.75386 2.00501 0.65363 -0.45 -0.01 0.52 -0.228
C 2.49097 -1.63913 -4.57012 0.01 0.10 0.01 -0.014
C -0.23609 4.34092 0.83340 0.20 -0.05 0.08 -0.204
C 2.12247 -2.30451 2.23218 -0.01 -0.07 -0.19 -0.425
C 2.33744 -2.58516 -3.56459 -0.03 -0.04 0.09 0.025
C 2.19620 -4.58288 -1.27664 0.02 0.01 -0.07 0.006
C 2.10938 -3.75778 6.21626 0.00 0.00 -0.01 -0.065
C 1.99913 -1.92546 4.66919 0.00 -0.01 -0.02 -0.013
C 2.12356 -2.82034 3.60778 0.00 0.02 0.07 -0.152
C 2.52855 -0.29959 -4.23178 0.00 -0.09 -0.01 -0.022
C -3.83342 0.07057 -2.56495 0.01 0.03 0.00 -0.213
C -1.14822 0.76490 -3.87136 -0.07 -0.01 0.03 -0.219
C 2.23522 -4.65162 5.16029 0.00 -0.01 0.02 -0.065
C 2.36915 0.05483 -2.90112 -0.11 0.10 -0.03 -0.092
C -1.80614 1.52967 2.90464 -0.07 -0.01 0.00 -0.212
C 2.16814 -3.10516 -1.11879 0.03 -0.28 0.34 -0.252
C 2.24240 -4.18757 3.85750 0.00 0.02 -0.02 -0.019
C -3.08321 3.02005 -3.04299 0.04 -0.01 0.07 -0.205
C 1.99216 -2.39671 5.97041 0.00 -0.01 0.03 -0.063
C 0.89939 3.65269 -1.86035 -0.02 0.01 0.07 -0.205
C -4.00245 0.00397 1.39425 0.03 0.01 -0.02 -0.216
C -3.91153 3.05234 1.21511 0.01 -0.02 0.03 -0.206
C 2.20214 -2.16840 -2.25382 0.02 0.06 -0.21 -0.212
H -1.07451 4.85031 0.35591 -0.02 -0.01 -0.02 0.036
H -1.16088 0.65068 2.95395 0.01 -0.01 -0.01 0.011
H 2.38466 1.08821 -2.58718 -0.05 0.06 0.00 0.110
H -3.56697 3.01290 -4.02212 0.00 -0.03 -0.01 0.039
H -2.28082 3.75965 -3.07619 0.01 0.01 0.00 0.021
H 2.32867 -5.71101 5.35685 0.00 0.00 -0.01 0.109
H 2.34053 -4.87188 3.02723 0.00 -0.01 0.00 0.109
H -0.36729 1.51625 -4.00416 0.02 0.00 0.01 0.012
H -0.54950 4.02936 1.82884 -0.01 0.04 -0.02 0.013
H -4.64145 0.40511 -1.91195 0.00 0.00 0.01 0.024
H -1.61774 0.59982 -4.84418 0.00 0.00 -0.01 0.039
H 2.59669 -1.94975 -5.60030 0.00 -0.01 0.00 0.125
H 1.35316 -4.90909 -1.88809 -0.01 -0.01 0.00 0.102
H 0.96526 2.94879 -2.68608 0.04 -0.13 -0.06 -0.003
H 2.08654 1.11800 0.05971 0.36 1.05 -0.77 -0.095
H 2.33519 -3.64158 -3.79024 0.01 0.00 -0.02 0.124
H -3.45414 -0.94037 1.39248 0.01 0.00 0.00 0.008
H 0.57028 5.06995 0.94745 -0.01 0.02 0.00 0.043
H 2.67057 0.47046 -4.97569 -0.01 0.00 0.00 0.123
H 3.11517 -4.90462 -1.77043 0.01 0.01 0.00 0.102
H -4.58441 3.13232 2.07221 -0.01 0.01 0.01 0.038
H 2.10364 -4.12392 7.23441 0.00 0.00 0.00 0.110
H 2.65752 2.60332 0.77315 0.09 -0.11 -0.04 0.060
H -3.81991 3.35909 -2.31228 -0.01 0.01 0.00 0.025
H 1.89551 -1.70449 6.79573 0.00 0.01 0.00 0.109
H -4.25102 -0.06345 -3.56571 0.00 0.00 0.00 0.038
H -4.52827 3.02702 0.31433 0.00 0.00 -0.01 0.025
H -2.44033 1.52956 3.79450 -0.01 0.00 0.01 0.040
H -3.49198 -0.90464 -2.21212 0.00 -0.01 0.01 0.028
H 0.15960 4.40422 -2.14715 0.01 0.01 -0.03 0.034
H -0.68454 -0.17435 -3.55810 0.01 0.01 0.00 0.012
H -4.60494 0.02588 2.30567 -0.01 0.01 0.00 0.040
H 1.43062 1.65469 1.63462 0.01 0.11 0.05 0.036
H 1.85870 4.16756 -1.76379 -0.01 -0.01 0.04 0.041
H -3.30420 3.95865 1.18301 0.01 -0.01 0.01 0.019
H 1.90687 -0.86845 4.46430 0.00 0.00 0.00 0.115
H 2.13659 -5.05144 -0.29945 -0.01 -0.01 -0.01 0.080
H -4.68573 0.00308 0.54355 0.00 -0.02 0.00 0.022
H -1.17949 2.42045 2.95059 0.00 -0.02 0.03 0.007
```
Positions in Å, forces in eV/Å.